(1)
Below is C25H14N10O2Re as an isolated structure, with properties calculated with ωB97M-V/def2-TZVPD.

Calculated values
Frontier orbital gap (alpha / beta), eV: 5.7 / 3.6
E_HOMO (alpha / beta), hartree: -0.4924 / -0.4841
Multiplicity: 4
LUMO (alpha / beta), eV: -7.72 / -9.61
Net charge: +2
Max |F|, eV/A: 5.35

```
52
Properties=species:S:1:pos:R:3:mulliken_spin:R:1
Re -2.134 -0.820 -4.200 1.198
O 4.724 1.461 6.019 0.166
O -2.684 -0.117 -5.604 0.213
N -1.531 0.867 -3.088 -0.002
N 2.608 -0.675 -4.215 0.125
N 1.554 -4.369 -5.510 0.133
N 0.445 1.779 1.343 0.022
N -4.224 -0.910 -3.430 0.051
N -0.603 -1.612 -4.885 -0.135
N -1.823 -1.693 -2.245 0.034
N 0.478 -0.420 1.761 0.103
N -8.530 0.693 -3.142 0.075
N -6.577 -0.912 -2.632 0.134
C -1.309 -0.767 -1.389 0.043
C 2.860 2.050 3.035 -0.059
C -7.596 -0.034 -2.921 -0.037
C -0.960 1.653 -0.861 -0.025
C -0.385 1.211 0.405 0.107
C -1.782 2.171 -3.442 0.033
C -1.244 -2.455 0.380 -0.003
C -1.509 -3.427 -0.618 0.005
C 1.632 -1.311 -4.237 -0.047
C -0.989 -1.171 -0.062 0.013
C 2.061 0.897 3.006 0.161
C 3.717 2.228 4.089 0.135
C -1.269 0.599 -1.758 -0.019
C 3.877 1.161 5.052 0.188
C 0.943 -3.519 -5.051 -0.017
C 2.347 -0.184 3.853 0.003
C 0.962 0.748 2.117 0.038
C 3.226 -0.095 4.901 0.082
C 0.545 -2.231 -4.618 0.298
C -1.703 3.233 -2.514 -0.019
C -1.768 -2.969 -1.924 -0.027
C -5.413 -0.923 -3.231 -0.021
C 5.121 0.442 6.916 0.004
C -1.359 2.941 -1.198 0.036
C -0.337 -0.157 0.695 0.029
H 1.746 -1.098 3.611 -0.004
H 3.415 -0.947 5.511 -0.002
H 0.767 2.737 1.443 -0.003
H -1.870 4.289 -2.812 0.000
H -2.047 -3.687 -2.644 -0.006
H -1.352 3.683 -0.401 0.000
H 4.249 -0.028 7.377 0.004
H 4.206 3.175 4.280 -0.005
H -2.161 2.376 -4.454 -0.001
H -1.473 -4.522 -0.444 0.000
H -1.161 -2.653 1.425 0.001
H 5.746 0.902 7.694 0.000
H 5.738 -0.346 6.416 0.002
H 2.827 2.758 2.201 -0.006
```

***

(2)
Below is C25H16BrN5O2Ta as an isolated structure, with properties calculated with ωB97M-V/def2-TZVPD.

Calculated values
Frontier orbital gap, eV: 5.6
E_HOMO, hartree: -0.6451
Multiplicity: 1
LUMO, eV: -11.91
Net charge: +3
Max |F|, eV/A: 0.44

```
50
Properties=species:S:1:pos:R:3:lowdin_charge:R:1
Ta -0.265 0.231 -0.250 1.932
Br -0.484 1.790 2.160 0.960
O -0.196 2.203 -0.801 -0.096
O -2.102 1.203 -0.721 -0.089
N 0.025 -0.229 -2.253 -0.059
N 1.276 -0.881 0.049 -0.071
N 2.412 -0.731 -2.037 0.211
N 0.554 -2.143 1.948 0.202
N -1.380 -1.194 0.772 -0.085
C 3.464 -1.663 -0.017 -0.090
C -1.603 -2.715 2.634 0.055
C 5.517 -2.659 0.603 0.014
C 1.302 -0.424 -2.781 -0.242
C -1.944 3.422 0.252 -0.174
C 4.779 -1.943 -0.335 0.051
C -2.974 -2.730 2.486 0.054
C 2.423 -1.025 -0.800 -0.214
C -0.861 -0.125 -4.491 0.014
C -0.793 -1.984 1.770 -0.267
C -1.022 -0.108 -3.139 -0.080
C -3.554 -1.991 1.450 0.014
C 2.888 -2.106 1.189 -0.092
C -1.784 4.326 2.498 -0.060
C -3.039 5.479 0.777 0.001
C -1.484 3.362 1.569 -0.465
C 0.431 -0.230 -5.021 0.052
C 3.616 -2.840 2.109 0.050
C -2.564 5.402 2.077 0.004
C 1.486 -1.740 1.183 -0.221
C 4.947 -3.099 1.800 0.011
C -1.462 2.304 -0.561 -0.526
C -2.736 4.485 -0.146 0.036
C -2.752 -1.238 0.647 -0.082
C 1.495 -0.381 -4.159 0.057
H 6.555 -2.888 0.400 0.135
H -1.438 4.259 3.521 0.130
H 0.591 -0.212 -6.091 0.147
H 2.508 -0.507 -4.512 0.146
H -2.005 0.007 -2.709 0.116
H 3.170 -3.194 3.028 0.138
H -3.647 6.319 0.471 0.137
H -4.621 -1.991 1.282 0.142
H 5.556 -3.659 2.497 0.135
H -3.091 4.548 -1.166 0.143
H -3.590 -3.314 3.157 0.147
H -3.184 -0.630 -0.133 0.114
H -1.730 -0.041 -5.128 0.141
H -1.103 -3.291 3.400 0.146
H -2.804 6.181 2.788 0.139
H 5.217 -1.617 -1.268 0.139
```

***

(3)
Below is C25H16HoN6O4 as an isolated structure, with properties calculated with ωB97M-V/def2-TZVPD.

Calculated values
Frontier orbital gap (alpha / beta), eV: 7.4 / 7.4
E_HOMO (alpha / beta), hartree: -0.4149 / -0.4150
Multiplicity: 5
LUMO (alpha / beta), eV: -3.87 / -3.85
Net charge: +1
Max |F|, eV/A: 2.43

```
52
Properties=species:S:1:pos:R:3:mulliken_spin:R:1
Ho 0.297 -0.142 0.170 4.065
O -4.716 3.711 6.220 0.000
O -0.211 0.473 2.156 -0.002
O -5.960 4.144 4.512 0.000
O -1.486 0.913 0.402 -0.002
N -4.976 3.673 5.038 0.000
N 1.521 1.783 -0.512 -0.008
N 2.967 0.712 -2.140 0.000
N 1.536 -1.109 -1.407 -0.009
N 0.642 -3.366 -1.469 0.000
N -0.782 -2.264 0.157 -0.008
C -2.230 -4.631 0.328 0.000
C -1.978 1.769 3.907 0.000
C -4.008 2.973 4.156 0.000
C -2.232 1.691 2.539 -0.004
C 4.130 -1.372 -4.014 0.000
C 4.440 -2.503 -4.751 0.000
C 2.515 1.801 -1.428 0.000
C 2.802 4.176 -1.113 0.000
C 3.171 3.006 -1.726 -0.001
C -4.282 2.908 2.802 0.000
C 1.166 2.949 0.078 0.000
C 2.742 -3.805 -3.614 0.001
C 2.451 -2.678 -2.882 -0.001
C 2.543 -0.495 -2.151 -0.003
C -2.878 2.420 4.730 0.000
C -3.379 2.256 1.983 0.000
C -2.617 -3.517 1.074 0.001
C -1.271 0.998 1.667 -0.021
C 3.129 -1.488 -3.077 -0.001
C 3.756 -3.703 -4.554 0.000
C 1.438 -2.434 -1.832 -0.003
C -0.411 -3.334 -0.583 -0.001
C -1.134 -4.534 -0.491 0.000
C -1.870 -2.378 0.956 0.001
C 1.762 4.152 -0.183 0.000
H -5.183 3.362 2.419 0.000
H 1.430 5.045 0.325 0.000
H 0.360 2.900 0.801 -0.001
H 3.308 5.102 -1.349 0.000
H -1.081 1.321 4.310 0.000
H 4.018 -4.570 -5.147 0.000
H -2.145 -1.500 1.527 -0.002
H 4.646 -0.433 -4.162 0.000
H 5.226 -2.453 -5.494 0.000
H -2.724 2.505 5.795 0.000
H -3.549 2.180 0.918 0.000
H 3.965 2.964 -2.457 0.000
H -2.788 -5.556 0.391 0.000
H -3.474 -3.540 1.730 0.000
H 2.197 -4.726 -3.458 0.000
H -0.792 -5.360 -1.096 0.000
```

***

(4)
Below is C25H16N5O2S2Zn as an isolated structure, with properties calculated with ωB97M-V/def2-TZVPD.

Calculated values
Frontier orbital gap, eV: 6.6
E_HOMO, hartree: -0.1547
Multiplicity: 1
LUMO, eV: 2.36
Net charge: -1
Max |F|, eV/A: 0.41

```
51
Properties=species:S:1:pos:R:3:lowdin_charge:R:1
Zn 0.141 -0.079 0.699 0.662
S -0.323 -1.215 2.973 0.587
S 0.470 -4.114 2.423 0.989
O -3.911 0.887 0.835 0.009
O 2.839 2.998 -0.133 0.001
N 0.940 1.719 0.288 0.024
N -1.611 0.894 0.461 0.019
N 2.523 -0.271 1.196 0.087
N 0.488 -2.219 0.669 -0.069
N -2.230 -1.691 -0.651 0.115
C 0.978 -3.333 0.023 -0.331
C 1.931 -5.733 -1.012 -0.112
C 1.873 -4.590 -1.808 -0.101
C 1.399 -3.390 -1.304 -0.021
C -2.409 3.251 0.401 -0.030
C 3.111 0.855 0.799 -0.176
C -2.830 0.345 0.578 -0.484
C -0.054 2.711 0.177 -0.198
C 4.476 1.074 0.955 -0.007
C 2.249 1.980 0.243 -0.474
C -1.401 2.282 0.362 -0.197
C -3.173 -3.827 -0.114 -0.079
C 0.191 -2.436 1.935 -1.182
C -0.819 5.005 -0.018 -0.124
C 3.267 -1.207 1.780 -0.122
C -2.120 4.598 0.216 -0.122
C 4.627 -1.065 1.996 -0.063
C 1.036 -4.491 0.817 -0.482
C -2.898 -1.159 0.372 -0.226
C 0.205 4.066 -0.040 -0.034
C -3.729 -1.915 1.196 -0.020
C 5.245 0.102 1.566 -0.068
C -2.387 -2.995 -0.890 -0.158
C -3.851 -3.269 0.964 -0.072
C 1.513 -5.692 0.311 -0.104
H 1.557 -6.574 0.939 0.101
H 2.199 -4.642 -2.840 0.096
H 6.308 0.249 1.715 0.101
H 5.180 -1.856 2.487 0.099
H 1.344 -2.495 -1.913 0.116
H 2.758 -2.112 2.095 0.093
H -4.467 -3.887 1.606 0.100
H -4.249 -1.422 2.006 0.116
H 1.221 4.375 -0.219 0.084
H 4.882 2.012 0.604 0.111
H -0.590 6.052 -0.182 0.086
H -3.423 2.935 0.571 0.084
H 2.315 -6.660 -1.423 0.093
H -1.840 -3.393 -1.739 0.100
H -2.923 5.326 0.250 0.087
H -3.250 -4.881 -0.347 0.095
```

***

(5)
Below is C25H17Cl3NO2PRuSe2 as an isolated structure, with properties calculated with ωB97M-V/def2-TZVPD.

Calculated values
Frontier orbital gap (alpha / beta), eV: 6.7 / 5.3
E_HOMO (alpha / beta), hartree: -0.1533 / -0.1556
Multiplicity: 6
LUMO (alpha / beta), eV: 2.56 / 1.02
Net charge: -1
Max |F|, eV/A: 2.05

```
52
Properties=species:S:1:pos:R:3:mulliken_spin:R:1
Ru -0.216 0.118 0.995 2.471
Se -2.098 1.372 1.615 1.145
Se 0.535 -1.960 -1.947 0.011
Cl 7.123 1.658 0.895 0.000
Cl -0.824 -2.466 1.399 0.097
Cl 0.307 0.504 5.747 0.023
P -0.687 -0.338 -1.275 0.042
O 1.776 -0.636 0.505 0.060
O 0.883 2.004 0.034 0.039
N 0.140 -0.091 2.845 0.795
C -4.990 -1.248 -2.685 0.002
C -1.131 3.133 -3.362 -0.004
C -0.213 -0.980 5.047 0.159
C 0.091 3.274 -4.000 0.007
C -0.376 1.077 -2.383 -0.013
C 4.032 -0.857 1.003 -0.007
C -3.902 -1.543 -3.491 -0.001
C -0.251 -1.054 3.615 -0.053
C 3.150 1.336 0.410 -0.005
C 4.462 1.840 0.500 0.002
C -0.595 -2.023 5.856 -0.092
C -1.363 2.042 -2.546 0.026
C -4.787 -0.721 -1.422 -0.001
C -3.501 -0.482 -0.971 0.000
C 2.905 -0.066 0.632 -0.014
C 5.508 1.018 0.813 0.000
C 0.857 1.236 -3.000 0.012
C -1.033 -3.223 5.305 0.206
C -2.409 -0.749 -1.785 -0.018
C 2.081 2.254 0.186 0.000
C 1.090 2.334 -3.807 -0.003
C 5.292 -0.337 1.090 0.004
C -0.740 -2.313 3.115 0.148
C -2.619 -1.289 -3.049 0.000
C -1.099 -3.361 3.923 -0.096
H 1.631 0.495 -2.849 0.002
H 4.623 2.893 0.310 0.001
H -3.360 -0.070 0.022 0.030
H -2.305 1.933 -2.024 0.006
H -1.324 -4.042 5.944 0.021
H -5.995 -1.430 -3.040 0.000
H 0.270 4.127 -4.637 0.000
H -4.055 -1.975 -4.471 0.000
H -0.556 -1.890 6.927 -0.004
H -1.767 -1.518 -3.676 0.001
H 6.126 -0.959 1.376 0.000
H -1.906 3.875 -3.495 0.000
H -5.625 -0.494 -0.780 0.001
H -1.435 -4.280 3.467 -0.002
H 2.051 2.454 -4.287 0.000
H 3.849 -1.900 1.216 -0.001
H 2.380 3.321 0.184 0.003
```

***

(6)
Below is C25H17HfN3O2S as an isolated structure, with properties calculated with ωB97M-V/def2-TZVPD.

Calculated values
Frontier orbital gap, eV: 6.4
E_HOMO, hartree: -0.5159
Multiplicity: 1
LUMO, eV: -7.66
Net charge: +2
Energy above the lowest of the compared OMol25 structures with the same formula, charge and spin, kJ/mol: 38.2
Max |F|, eV/A: 2.26

```
49
Properties=species:S:1:pos:R:3:lowdin_charge:R:1
Hf 0.905 0.917 -0.142 1.561
S 2.522 2.635 -0.505 0.659
O -1.448 7.640 -2.331 0.173
O -2.797 6.101 -3.191 0.157
N 0.206 1.349 1.819 -0.088
N 1.199 -0.882 0.713 -0.109
N 1.354 -0.210 -1.876 -0.096
C 2.137 -2.416 -2.538 -0.125
C 1.574 -1.900 -0.166 -0.191
C 1.342 -1.926 2.992 0.027
C -0.654 5.431 -2.255 -0.097
C -0.451 1.553 4.524 0.066
C 1.867 -0.668 -4.170 0.004
C 1.044 -1.832 4.357 -0.022
C 0.434 0.280 2.652 -0.140
C -0.061 3.255 -1.402 -0.180
C 2.258 -4.132 -0.866 -0.022
C 1.267 3.677 -1.220 -0.641
C 1.625 4.971 -1.607 -0.060
C 0.136 0.366 4.046 -0.125
C 1.796 -3.243 0.111 0.027
C 1.455 0.182 -3.147 -0.080
C 1.698 -1.494 -1.541 -0.141
C -1.011 4.125 -1.927 -0.002
C 2.203 -1.968 -3.870 0.067
C 0.435 -0.725 4.885 0.006
C -0.285 2.479 2.331 -0.074
C 2.452 -3.737 -2.163 0.005
C -1.667 6.502 -2.614 -0.481
C 1.015 -0.915 2.098 -0.190
C -0.651 2.612 3.669 0.004
C 0.673 5.836 -2.108 0.042
H 1.303 -2.659 4.996 0.127
H 1.192 1.214 -3.375 0.125
H -0.736 1.630 5.564 0.143
H -2.034 3.790 -2.036 0.129
H 0.200 -0.664 5.935 0.131
H 1.590 -3.638 1.088 0.100
H 2.816 -4.428 -2.904 0.131
H 0.928 6.852 -2.367 0.143
H 2.651 5.282 -1.481 0.121
H 1.912 -0.304 -5.182 0.128
H -2.788 5.191 -3.510 0.116
H -1.077 3.539 4.018 0.129
H -0.372 2.196 -1.129 0.045
H -0.396 3.320 1.651 0.126
H 1.858 -2.808 2.663 0.100
H 2.508 -2.658 -4.643 0.143
H 2.461 -5.150 -0.572 0.128
```

***

E (computed, Eh): -1736.6643 -4016.6628 -2539.7487 -3962.4852 -7787.8336 -1723.3813